45
Properties=species:S:1:pos:R:3:forces:R:3:mulliken_charge:R:1 method="wB97M-V/def2-TZVPD" orbital_gap_ev=7.24
Tl 12.177841 11.430489 10.759943 0.0 -0.2 -0.2 0.79
C 11.901793 5.702211 5.119829 -0.5 -0.6 0.4 -1.31
C 11.311517 6.445397 6.293355 0.5 1.4 -1.5 1.25
C 11.227802 5.863140 7.552216 -0.3 -0.7 -1.8 -1.00
C 10.631501 6.584040 8.521910 -0.4 2.4 2.4 -0.55
C 10.449918 8.018396 8.406941 0.4 -1.2 -1.5 -0.05
C 10.580550 8.620513 7.112270 0.3 -1.3 0.7 0.25
C 10.924062 7.790167 6.029074 0.5 -0.8 1.0 -1.07
S 10.105552 8.985876 9.877061 0.2 0.8 -2.0 1.27
O 8.751929 8.630577 10.207562 0.2 -0.2 0.9 -0.65
O 11.238188 8.817997 10.786560 -0.9 -0.4 -0.1 -0.71
N 10.229693 10.515543 9.398457 2.4 -2.2 0.6 -0.36
C 9.234111 11.246178 8.930207 -1.8 1.4 0.9 0.47
C 8.045126 10.860551 8.313893 0.3 0.1 0.5 -0.37
C 6.871794 11.609206 8.483818 0.0 1.3 -1.5 -0.71
C 6.924432 12.889038 9.002856 -1.3 -0.5 -0.5 -0.85
C 8.170584 13.452857 9.306183 0.6 0.9 0.9 1.21
C 8.322491 14.830372 9.645317 -0.4 -0.9 0.7 -0.51
C 9.562032 15.272978 10.105893 -2.9 0.0 -1.0 -0.69
C 10.619385 14.428499 10.104223 0.6 -2.5 -0.9 -0.39
N 10.539509 13.131868 9.717540 -0.1 1.3 0.8 -0.35
C 9.334810 12.628351 9.378692 -0.7 0.7 -1.3 -0.22
H 11.860676 4.624845 5.379851 0.3 0.5 -0.6 0.35
H 12.937665 6.024064 4.909323 -0.5 -0.2 0.0 0.26
H 11.242411 5.899408 4.261585 0.5 -0.3 0.0 0.36
H 11.512881 4.803272 7.660471 -0.3 0.7 0.1 0.32
H 10.399029 6.080190 9.469863 0.2 0.5 -0.2 0.36
H 10.503767 9.679267 6.897052 -0.2 0.0 0.6 0.46
H 11.041083 8.185556 4.996059 -0.2 -0.3 0.9 0.27
H 7.946872 9.934231 7.793348 0.2 -0.7 0.1 0.39
H 5.981502 11.291727 7.904552 0.4 0.0 1.0 0.31
H 5.995612 13.468871 9.120230 0.6 -0.1 -0.2 0.31
H 7.374898 15.419477 9.657238 1.2 -0.1 -0.1 0.34
H 9.647024 16.265092 10.425661 0.4 1.3 0.4 0.42
H 11.583865 14.814539 10.345519 0.7 -0.1 0.3 0.44
C 15.361559 9.528865 7.960318 1.0 -0.2 0.1 -1.01
C 14.316936 10.546736 7.569868 -1.9 0.6 0.1 0.74
C 14.450624 11.038403 6.129265 -2.1 0.5 -1.5 -1.13
O 13.376524 10.971214 8.285007 2.8 -1.3 -1.6 -0.48
H 15.823599 9.827268 8.910036 0.0 0.1 -0.2 0.31
H 16.179798 9.429325 7.172092 -1.2 0.2 1.0 0.31
H 14.956973 8.532927 8.184603 -0.3 0.3 -0.3 0.28
H 15.361451 11.574297 5.887594 0.6 -0.5 0.3 0.40
H 13.686105 11.837717 5.975945 0.3 -0.7 0.2 0.31
H 14.233172 10.261839 5.280103 0.6 1.0 1.9 0.25

---

11
Properties=species:S:1:pos:R:3:forces:R:3:mulliken_charge:R:1 method="wB97M-V/def2-TZVPD" orbital_gap_ev="8.88 / 5.55"
C 0.120044 1.112975 0.987503 0.1 0.3 0.0 -1.15
C 0.584316 0.137888 0.075742 -1.1 1.0 0.6 0.31
C -0.261869 -0.921524 -0.107706 0.4 0.6 0.7 -0.33
N -0.000417 -2.010142 -0.982912 -0.6 -1.9 -3.1 0.79
O -0.952521 -2.482327 -1.659466 0.9 1.2 2.0 -0.50
O 1.145259 -2.409027 -1.192858 -0.5 1.0 1.1 -0.50
Br -0.742120 4.103799 0.092323 0.0 -0.3 0.0 -0.04
H 0.598641 2.063276 1.243066 0.3 -0.6 -0.3 0.53
H -0.784632 0.934079 1.578961 0.3 -0.1 -0.4 0.24
H 1.446459 0.302358 -0.524945 0.7 -0.1 -0.2 0.37
H -1.153160 -0.831354 0.490291 -0.5 -1.1 -0.5 0.28

---

17
Properties=species:S:1:pos:R:3:forces:R:3:mulliken_charge:R:1 method="wB97M-V/def2-TZVPD" orbital_gap_ev=8.82
C 0.669083 1.368791 -0.516617 0.5 -0.6 1.1 -1.13
C 0.123802 0.310608 0.096310 0.5 -0.6 -0.7 0.73
N -1.229483 0.307645 0.304018 -0.7 -1.3 1.1 -0.45
C 0.829428 -0.987960 0.460548 -0.2 -1.7 -1.3 -0.65
C 1.227060 -0.998658 1.988532 2.9 1.1 0.3 -0.99
H 1.726253 1.341931 -0.718622 0.1 0.4 -0.1 0.32
H 0.066644 2.263931 -0.473346 0.3 0.3 -0.7 0.27
H -1.581172 1.222403 0.461586 -0.8 0.5 0.1 0.20
H -1.602397 -0.420724 0.921822 0.3 0.7 -0.3 0.24
H 0.078334 -1.833569 0.217964 1.0 1.1 0.7 0.26
H 1.622104 -1.213211 -0.365715 -0.7 0.6 2.1 0.29
H 0.424246 -1.067529 2.688903 -1.0 0.1 0.0 0.30
H 1.781241 -0.033864 2.245547 -1.1 -0.7 -0.6 0.28
H 2.006274 -1.681165 2.465898 -1.0 -0.1 -1.6 0.33
O -2.138176 0.728208 -2.938074 0.0 -1.2 -1.7 -0.63
H -2.734169 0.360758 -3.650904 0.8 0.7 1.2 0.31
H -1.269067 0.332413 -3.187845 -0.8 0.6 0.5 0.32

---

43
Properties=species:S:1:pos:R:3:forces:R:3:mulliken_charge:R:1 method="wB97M-V/def2-TZVPD" orbital_gap_ev=5.11 charge=+1
F -4.057192 -2.975279 -2.988883 -0.3 1.3 0.6 -0.24
C -4.482064 -1.772644 -2.490414 -1.6 -0.9 -1.3 0.83
F -4.763634 -0.964342 -3.555797 0.4 -0.7 1.1 -0.26
F -5.675524 -2.011227 -1.855827 1.3 0.3 -0.4 -0.23
C -3.477775 -1.166492 -1.561571 0.4 0.2 0.2 0.48
C -3.209368 0.203228 -1.641178 -0.1 0.0 0.2 -0.84
C -2.254606 0.746367 -0.802037 0.4 0.3 0.2 -0.44
C -1.473753 -0.069073 0.085254 -0.6 -0.3 -0.8 0.60
C -0.337078 0.473930 0.748287 -2.4 -0.1 2.5 -0.73
C 0.290669 -0.156057 1.867329 0.8 -0.5 0.0 0.68
C 0.680469 0.625246 2.994664 0.5 0.0 -0.2 -0.25
C 1.429494 0.062850 4.024123 -0.4 0.0 -0.1 -0.73
C 1.771903 -1.301562 3.972385 -0.2 0.1 -0.1 -0.41
C 1.379959 -2.096788 2.886781 -0.2 -0.1 0.0 -0.99
C 0.654150 -1.532059 1.843451 0.0 0.0 0.1 -0.33
C -1.935590 -1.412050 0.263075 0.1 -0.2 -0.1 -0.25
C -2.878165 -1.974528 -0.586680 0.1 0.3 0.2 -1.33
H -3.749140 0.833634 -2.352026 0.2 -0.3 0.3 0.46
H -2.128614 1.835856 -0.787807 0.2 -0.5 -0.2 0.56
H -0.220632 1.557625 0.697955 0.1 -0.5 -0.1 0.76
H 0.380603 1.676444 3.034344 0.2 -0.3 0.0 0.42
H 1.724124 0.676723 4.884696 -0.2 -0.3 -0.4 0.41
H 2.321771 -1.752374 4.800724 -0.1 0.2 -0.3 0.43
H 1.618089 -3.169610 2.853433 0.0 0.6 0.1 0.40
H 0.403723 -2.136373 0.968007 0.3 0.2 0.3 0.52
H -1.568777 -2.006251 1.100667 -0.1 0.2 -0.4 0.83
H -3.158193 -3.027640 -0.485590 0.0 0.5 0.0 0.43
C 0.760687 2.761642 -2.619105 0.7 -0.1 0.4 -1.43
C 0.820873 1.948335 -1.327470 -1.3 -0.1 0.2 0.48
N 1.791013 0.892116 -1.230361 1.4 0.3 -1.6 -0.20
C 2.511189 0.423836 -0.072853 -0.2 -0.9 0.6 0.33
C 4.012541 0.185150 -0.240858 -0.2 0.5 0.0 -1.47
H -0.257058 3.149060 -2.727394 0.2 0.0 -0.1 0.36
H 1.456054 3.604426 -2.550673 -0.1 -0.1 -0.4 0.37
H 0.995770 2.131171 -3.485189 -0.1 0.2 0.1 0.36
H 0.846818 2.644012 -0.459630 0.2 -0.3 -0.3 0.25
H -0.143815 1.417405 -1.305731 0.2 0.8 -0.1 -0.32
H 2.373947 0.843754 -2.069305 -0.4 -0.1 0.4 0.24
H 2.315080 1.049825 0.817384 0.2 0.0 -0.4 0.20
H 2.078938 -0.569289 0.150755 0.4 0.3 0.3 -0.09
H 4.363862 -0.427619 0.596098 0.0 0.1 -0.1 0.39
H 4.231613 -0.354219 -1.168412 0.0 0.1 0.1 0.40
H 4.557639 1.132840 -0.224621 0.1 -0.1 -0.1 0.35